P | Density functional theory data (ωB97M-V with the def2-TZVPD basis set) for a 40-piece molecular cluster, H80O40 overall.

**Gap between HOMO and LUMO**: 9.873 eV

Each line ends with the Mulliken charge.
Geometry (Å):
H: 6.18 -0.88 2.35  0.272
H: 5.15 0.03 3.15  0.285
O: 5.33 -0.80 2.77  -0.592
H: 1.17 -0.78 -0.33  0.007
H: 0.67 -1.76 -1.42  -0.072
O: 1.02 -0.86 -1.25  0.558
H: -1.81 -1.66 0.22  -0.044
H: -0.56 -2.61 0.33  -0.002
O: -1.30 -2.31 -0.17  0.283
H: 0.10 -3.09 -2.05  0.026
H: 1.10 -4.11 -2.45  0.238
O: 1.06 -3.25 -1.98  -0.534
H: 3.20 -0.87 -4.38  0.284
H: 2.20 -0.94 -3.04  0.256
O: 2.52 -0.43 -3.84  -0.704
H: -4.44 -4.48 -1.04  0.298
O: -3.60 -4.42 -1.55  -0.611
H: 1.14 -0.86 4.41  0.192
O: 1.11 -1.77 4.09  -0.573
H: -5.32 1.78 1.06  0.322
H: -5.33 0.37 0.35  0.314
O: -5.71 1.27 0.36  -0.638
H: 0.12 -0.37 2.42  0.084
H: 0.69 1.27 2.46  -0.013
O: 0.56 0.35 2.75  0.364
H: 4.03 3.25 3.98  0.322
H: 4.90 2.11 3.35  0.290
O: 4.87 3.05 3.54  -0.625
H: 1.45 -3.92 4.81  0.319
H: 0.19 -4.58 4.12  0.316
O: 0.51 -4.07 4.88  -0.682
H: 5.17 -3.53 -2.02  0.279
O: 4.28 -3.76 -2.33  -0.638
H: 2.16 -5.18 -4.07  0.257
H: 0.61 -5.47 -4.28  0.252
O: 1.27 -4.87 -3.92  -0.517
H: -0.99 4.91 -0.76  0.280
H: -2.05 5.30 -1.87  0.309
O: -1.11 5.16 -1.69  -0.621
H: -2.43 -0.45 2.81  -0.027
H: -1.53 0.11 1.64  0.048
O: -2.03 -0.61 1.95  0.136
H: -4.50 -2.18 -1.67  0.279
H: -5.26 -0.68 -1.95  0.287
O: -4.92 -1.54 -2.24  -0.620
H: 0.15 3.40 0.98  0.010
H: 1.18 2.70 1.90  0.055
O: 0.27 2.72 1.65  -0.287
H: -3.24 5.76 0.46  0.298
H: -4.07 4.79 -0.51  0.320
O: -3.32 4.86 0.12  -0.637
H: -1.14 -1.64 -5.26  0.147
O: -1.60 -1.68 -6.12  -0.601
H: -2.39 1.13 -0.17  0.136
H: -1.34 2.27 -0.03  -0.031
O: -1.84 1.60 0.44  -0.165
H: -3.14 -1.47 -3.50  0.329
O: -2.19 -1.31 -3.28  -0.227
H: -0.52 0.12 6.47  0.266
H: -0.81 -1.31 6.33  0.290
O: -0.81 -0.46 5.81  -0.530
H: 2.18 5.88 -2.62  0.300
H: 2.35 4.48 -2.09  0.280
O: 2.53 5.38 -1.86  -0.622
H: 3.20 0.45 -0.62  0.243
H: 3.38 1.49 0.34  0.246
O: 3.70 0.56 0.21  -0.522
H: 1.50 -2.32 2.23  0.266
H: 1.71 -3.02 0.81  0.230
O: 1.20 -3.06 1.61  -0.517
H: 3.52 -2.31 2.40  0.223
H: 3.94 -1.25 1.26  0.293
O: 3.51 -2.05 1.48  -0.576
H: -2.19 3.72 -3.00  0.368
H: -2.24 2.16 -3.01  0.224
O: -2.75 2.94 -3.21  -0.601
H: -2.28 -3.46 -3.85  0.316
H: -2.41 -4.56 -2.87  0.379
O: -2.08 -4.40 -3.76  -0.631
H: 0.28 1.14 -5.42  0.246
H: -1.19 0.62 -5.50  0.311
O: -0.33 0.49 -5.12  -0.534
H: 1.67 1.52 4.62  0.213
H: 2.12 2.78 5.42  0.307
O: 2.44 2.04 4.90  -0.585
H: 2.73 5.54 1.88  0.291
H: 1.84 6.28 1.12  0.252
O: 1.78 5.51 1.70  -0.530
H: 5.16 1.05 -1.95  0.301
O: 4.65 0.65 -2.60  -0.638
H: -2.53 0.65 4.75  0.243
H: -3.91 1.13 4.75  0.267
O: -3.38 0.51 4.26  -0.585
H: -1.18 -0.96 -6.58  0.376
H: -3.62 -5.08 -2.25  0.260
H: -2.34 -1.06 -2.35  -0.057
H: 0.32 -2.28 4.25  0.298
H: 3.52 -3.46 -1.79  0.324
H: 3.81 0.35 -3.01  0.376
O: 0.52 4.79 4.52  -0.614
H: 1.44 4.90 4.22  0.285
H: 0.33 3.89 4.15  0.274
O: -4.48 -2.69 2.10  -0.628
H: -3.48 -2.57 2.22  0.241
H: -4.57 -3.64 2.05  0.302
O: 1.35 2.03 -0.75  0.098
H: 1.08 1.40 -1.43  -0.042
H: 2.02 2.64 -1.05  0.048
O: -4.79 3.32 2.07  -0.729
H: -4.61 2.58 2.67  0.343
H: -4.14 3.33 1.38  0.377
O: 2.04 2.43 -3.57  -0.534
H: 1.25 2.09 -4.01  0.157
H: 2.81 1.82 -3.56  0.349
O: 1.17 -2.20 -5.67  -0.654
H: 1.05 -2.58 -4.83  0.388
H: 0.78 -1.32 -5.63  0.322
O: -1.89 -4.10 2.77  -0.619
H: -1.40 -4.36 2.01  0.306
H: -2.12 -3.19 2.97  0.285


Q | Density functional theory data (ωB97M-V with the def2-TZVPD basis set) for a 40-piece molecular cluster, H80O40 overall.

**Gap between HOMO and LUMO**: 8.965 eV

Each line ends with the Mulliken charge.
Geometry (Å):
H: 1.88 -1.00 -3.25  0.209
H: 3.19 -1.32 -2.50  0.333
O: 2.45 -1.73 -2.96  -0.414
H: 1.02 0.87 -1.74  -0.211
H: 1.59 2.12 -2.78  0.461
O: 1.66 1.52 -2.03  -0.417
H: -4.27 -0.49 2.45  0.330
H: -5.12 -0.06 3.62  0.314
O: -4.84 -0.83 3.12  -0.698
H: 0.86 -3.57 -0.61  0.008
H: -0.53 -2.84 -0.88  0.291
O: 0.05 -3.29 -0.23  0.205
H: -1.61 1.26 -1.17  -0.093
H: -2.58 0.25 -0.59  0.041
O: -2.10 0.46 -1.40  -0.382
H: -3.67 -4.20 -3.85  0.268
O: -3.99 -3.53 -3.27  -0.583
H: 3.24 -1.55 5.61  0.305
O: 2.71 -1.12 6.27  -0.596
H: -1.18 -1.36 5.93  0.259
H: -2.00 -0.12 5.81  0.268
O: -1.12 -0.41 6.07  -0.573
H: 2.48 -1.38 0.20  0.181
H: 1.63 -1.86 1.23  0.077
O: 2.57 -1.94 0.98  -0.266
H: 0.06 1.97 0.93  -0.246
H: -1.15 2.81 1.00  -0.110
O: -0.73 2.11 0.44  1.567
H: 0.64 -2.02 4.42  0.068
H: -0.81 -1.96 3.49  0.327
O: 0.14 -1.86 3.65  -0.449
H: 1.89 -4.11 -2.95  0.210
O: 2.20 -4.44 -2.10  -0.551
H: 2.47 2.79 -0.78  0.341
H: 3.23 2.30 0.29  0.131
O: 2.60 3.03 0.14  -0.405
H: 0.13 -0.87 -4.20  0.091
H: 0.90 0.62 -4.27  -0.069
O: 0.47 -0.09 -3.77  0.165
H: -0.20 5.69 2.28  0.311
H: 0.60 5.16 3.32  0.294
O: 0.14 5.99 3.13  -0.652
H: -6.31 -1.60 -1.30  0.277
H: -4.77 -1.70 -1.29  0.253
O: -5.58 -2.17 -1.03  -0.599
H: 0.30 2.82 5.91  0.254
H: -0.60 3.22 4.68  0.446
O: 0.24 2.81 4.95  -0.514
H: -2.95 3.45 -2.46  0.224
H: -4.17 3.25 -1.70  0.309
O: -3.36 3.78 -1.66  -0.639
H: 0.54 4.04 -0.15  0.143
O: 0.46 4.93 0.19  -0.640
H: -2.34 1.76 -4.40  0.201
H: -1.54 0.87 -3.42  0.046
O: -1.82 1.77 -3.63  -0.389
H: -2.44 3.68 3.48  0.316
O: -1.56 4.08 3.49  -0.624
H: 2.13 0.97 1.68  -0.014
H: 1.76 0.13 2.89  0.151
O: 1.44 0.37 1.98  -0.088
H: 0.22 3.02 -3.41  0.485
H: 0.20 2.19 -4.78  0.335
O: 0.76 2.61 -4.13  -0.768
H: 1.46 0.58 5.17  0.197
H: 2.89 1.13 4.83  0.154
O: 2.13 0.71 4.50  -0.417
H: 2.13 -6.02 0.95  0.264
H: 2.73 -5.73 -0.45  0.269
O: 1.92 -5.75 0.05  -0.528
H: 0.22 -6.01 -1.68  0.353
H: -0.53 -5.41 -2.82  0.297
O: -0.34 -6.26 -2.42  -0.682
H: -2.99 3.80 0.39  0.139
H: -2.93 4.84 1.56  0.317
O: -3.02 3.91 1.35  -0.571
H: -3.97 -0.66 -4.68  0.219
H: -2.97 -1.74 -4.45  0.232
O: -3.13 -0.81 -4.25  -0.440
H: 2.23 0.06 -6.17  0.253
H: 3.05 1.22 -5.74  0.257
O: 2.33 0.65 -5.42  -0.489
H: 5.23 -3.09 1.13  0.263
H: 4.22 -2.04 1.83  0.331
O: 5.12 -2.27 1.57  -0.652
H: 5.10 2.26 1.77  0.249
H: 5.10 0.88 2.13  0.260
O: 4.46 1.54 1.84  -0.542
H: 4.45 0.31 -2.51  0.330
O: 4.84 -0.24 -3.20  -0.671
H: -1.78 -0.07 1.27  0.075
H: -1.53 -0.16 2.70  0.036
O: -2.19 0.21 2.09  -0.089
H: 1.35 5.22 0.37  0.383
H: -3.83 -3.47 -2.33  0.286
H: -1.05 3.28 3.28  0.085
H: 1.79 -1.35 6.33  0.297
H: 2.89 -3.82 -1.87  0.253
H: 4.19 -0.30 -3.89  0.357
O: 2.89 5.40 1.15  -0.651
H: 2.83 4.44 0.92  0.426
H: 3.80 5.66 0.96  0.245
O: -2.40 -1.70 4.16  -0.434
H: -3.03 -1.29 3.51  0.217
H: -2.93 -2.49 4.31  0.211
O: -0.73 3.70 -2.01  -0.587
H: -1.42 4.06 -2.54  0.287
H: -1.14 2.91 -1.69  -0.091
O: 0.14 -4.19 2.22  -0.685
H: 0.52 -3.39 2.43  0.239
H: 0.10 -4.25 1.25  0.420
O: -1.09 -2.22 -2.36  -0.448
H: -0.17 -2.03 -2.58  0.150
H: -1.28 -1.48 -1.75  0.134
O: -0.53 -1.89 -5.74  -0.533
H: -0.54 -2.83 -5.87  0.268
H: -1.28 -1.48 -6.17  0.242
O: -3.03 -2.30 0.23  -0.294
H: -3.63 -2.76 0.83  0.236
H: -2.16 -2.59 0.56  0.071


R | Density functional theory data (ωB97M-V with the def2-TZVPD basis set) for a 40-piece molecular cluster, H80O40 overall.

**Gap between HOMO and LUMO**: 10.010 eV

Each line ends with the Mulliken charge.
Geometry (Å):
H: 2.16 0.08 2.42  0.485
H: 1.29 -1.00 2.01  -0.078
O: 1.69 -0.68 2.86  -0.448
H: -0.34 2.62 5.44  0.279
H: 0.72 1.50 4.79  0.391
O: 0.43 2.45 4.91  -0.609
H: -1.47 1.03 -4.31  0.274
H: -1.27 1.88 -3.00  -0.100
O: -1.81 1.21 -3.44  -0.500
H: -4.49 -3.58 -1.81  0.338
H: -3.91 -2.72 -2.76  0.292
O: -4.02 -3.69 -2.66  -0.657
H: 4.90 -0.88 3.32  0.309
H: 5.26 -1.43 1.90  0.271
O: 5.42 -1.54 2.87  -0.584
H: -2.68 -0.16 0.53  -0.110
O: -2.29 0.72 0.63  0.346
H: -2.68 -3.01 5.39  0.264
O: -1.89 -3.33 4.92  -0.522
H: -0.72 1.08 4.20  -0.244
H: -0.84 0.03 3.17  0.280
O: -1.27 0.88 3.41  0.037
H: 5.07 -1.36 -2.96  0.331
H: 5.48 -1.00 -1.56  0.274
O: 5.54 -0.61 -2.47  -0.589
H: 6.04 1.77 -2.52  0.331
H: 4.81 1.26 -3.33  0.305
O: 5.11 2.04 -2.80  -0.708
H: -1.63 -0.70 -2.73  0.164
H: -0.61 -1.63 -2.07  -0.240
O: -1.51 -1.37 -2.02  -0.144
H: -0.10 1.48 -0.13  -0.649
O: -0.10 1.69 -1.10  1.580
H: 0.32 -4.78 -0.99  0.254
H: 0.00 -3.43 -1.75  0.102
O: 0.51 -3.84 -1.01  -0.293
H: 2.45 3.77 -1.29  0.397
H: 1.16 4.73 -1.11  0.404
O: 1.75 4.31 -1.82  -0.719
H: -0.23 -3.32 -4.51  0.248
H: 0.15 -1.85 -4.86  0.270
O: -0.37 -2.40 -4.25  -0.405
H: -4.10 1.86 2.97  0.319
H: -4.27 1.91 4.51  0.284
O: -4.29 2.41 3.71  -0.628
H: -2.67 4.42 2.11  0.279
H: -2.03 3.24 1.26  0.239
O: -1.81 4.00 1.88  -0.596
H: 3.08 -1.82 -2.30  0.215
H: 3.77 -2.71 -1.13  0.236
O: 3.87 -2.28 -1.98  -0.626
H: 1.24 1.55 1.68  0.371
O: 2.07 1.45 1.15  -0.595
H: -5.15 0.20 -3.95  0.307
H: -5.83 1.20 -3.20  0.296
O: -5.90 0.25 -3.33  -0.605
H: -2.32 -4.61 -2.42  0.350
O: -1.98 -4.95 -1.62  -0.637
H: -4.71 3.82 -2.49  0.288
H: -3.70 3.10 -3.11  0.302
O: -4.53 2.89 -2.67  -0.587
H: 3.20 -4.03 -3.38  0.293
H: 1.90 -5.10 -3.26  0.275
O: 2.80 -4.90 -3.44  -0.628
H: -2.09 -0.24 5.60  0.241
H: -3.66 -0.24 6.06  0.234
O: -3.00 -0.17 5.39  -0.505
H: 5.19 3.23 2.32  0.278
H: 4.57 2.82 0.91  0.297
O: 5.37 2.83 1.48  -0.645
H: -3.67 -0.10 3.59  0.163
H: -5.17 -0.34 3.43  0.289
O: -4.36 -0.26 2.93  -0.500
H: 3.64 -1.20 0.41  0.116
H: 2.72 -2.01 1.43  0.084
O: 3.00 -1.93 0.49  -0.273
H: -1.15 3.86 -4.66  0.253
H: -1.49 4.34 -3.07  0.288
O: -1.72 3.93 -3.89  -0.598
H: 1.23 3.56 -3.09  0.376
H: 1.76 2.64 -4.34  0.269
O: 0.96 2.82 -3.81  -0.629
H: -0.11 3.59 0.30  0.116
H: -0.37 4.99 0.67  0.291
O: -0.32 4.43 -0.11  -0.560
H: 0.62 0.61 -4.27  0.070
H: 1.76 -0.21 -4.64  0.324
O: 0.79 -0.24 -4.70  -0.719
H: 0.64 -2.87 4.16  0.233
O: 0.59 -2.10 4.74  -0.456
H: 2.24 -4.12 2.88  0.311
H: 3.27 -4.27 1.63  0.266
O: 2.99 -4.57 2.50  -0.643
H: 1.71 1.28 0.27  -0.210
H: -2.83 0.85 1.42  -0.090
H: -2.03 -4.15 -1.08  0.282
H: -2.11 -3.55 4.02  0.294
H: -1.06 1.95 -1.14  0.102
H: 0.50 -2.63 5.55  0.237
O: -2.92 -2.56 1.89  -0.580
H: -3.37 -2.32 2.68  0.267
H: -2.77 -1.77 1.35  0.129
O: 1.61 4.70 2.32  -0.588
H: 1.18 4.24 3.07  0.301
H: 2.53 4.50 2.51  0.265
O: -0.09 -4.43 2.05  -0.615
H: 0.46 -4.81 1.35  0.283
H: -0.54 -3.62 1.71  0.292
O: 2.02 0.21 -2.55  0.765
H: 1.37 0.94 -2.43  -0.437
H: 2.48 0.40 -3.35  -0.032
O: 0.29 -0.64 0.28  1.447
H: 0.95 -1.12 -0.20  -0.134
H: -0.53 -0.74 -0.20  -0.541
O: 3.44 2.64 -0.93  -0.590
H: 4.00 2.62 -1.73  0.453
H: 2.94 1.84 -1.30  -0.005
O: -5.23 -0.51 -0.19  -0.582
H: -5.09 0.24 -0.79  0.301
H: -5.79 -0.44 0.58  0.232


S | Density functional theory data (ωB97M-V with the def2-TZVPD basis set) for a 40-piece molecular cluster, H80O40 overall.

**Gap between HOMO and LUMO**: 9.889 eV

Each line ends with the Mulliken charge.
Geometry (Å):
H: 4.97 3.47 1.05  0.376
H: 5.29 2.13 0.66  0.279
O: 5.72 2.86 1.12  -0.665
H: -2.26 2.41 4.98  0.312
H: -1.25 1.72 4.22  0.251
O: -1.31 2.44 4.86  -0.577
H: 3.10 4.24 1.47  0.463
H: 4.05 5.35 1.03  0.265
O: 3.59 4.61 0.59  -0.701
H: -1.73 -4.58 3.71  0.260
H: -0.91 -3.99 2.86  0.428
O: -1.73 -3.70 3.30  -0.609
H: -1.11 -2.70 -3.86  0.284
H: -2.01 -3.87 -3.27  0.232
O: -1.90 -2.92 -3.37  -0.491
H: 0.18 2.73 -1.08  0.299
O: -0.38 2.10 -0.56  0.156
H: 0.40 4.54 4.03  0.323
O: 1.09 4.29 4.64  -0.678
H: 3.68 -3.45 -3.97  0.273
H: 4.03 -4.36 -3.01  0.269
O: 3.41 -3.62 -3.05  -0.580
H: 1.76 2.92 1.61  0.313
H: 1.40 3.75 2.87  0.251
O: 1.99 3.69 2.09  -0.530
H: -6.16 -2.97 -0.02  0.291
H: -6.00 -2.12 -1.17  0.266
O: -6.04 -2.05 -0.23  -0.601
H: 1.60 1.79 4.90  0.295
H: 0.39 1.42 5.42  0.375
O: 1.32 1.21 5.64  -0.637
H: -1.38 0.71 -3.55  0.198
O: -1.54 1.36 -4.25  -0.694
H: 3.24 3.92 -3.75  0.297
H: 3.86 4.28 -2.38  0.320
O: 4.07 4.09 -3.30  -0.641
H: 2.62 2.09 -1.52  0.062
H: 1.42 1.81 -2.24  0.331
O: 1.84 2.58 -1.80  -0.466
H: 4.28 -2.33 -1.76  0.384
H: 2.96 -2.88 -1.24  0.271
O: 3.77 -2.42 -0.96  -0.750
H: -3.57 0.36 4.31  0.285
H: -4.71 1.41 4.30  0.259
O: -3.75 1.30 4.26  -0.518
H: -0.44 -0.28 1.47  -0.044
H: 0.41 0.07 0.34  0.026
O: 0.33 0.27 1.28  0.179
H: -2.52 2.10 -1.32  0.162
H: -3.78 1.23 -1.79  0.275
O: -2.93 1.24 -1.35  -0.519
H: 2.00 0.47 2.40  0.154
O: 2.26 1.35 2.71  -0.350
H: -0.54 -1.75 5.09  0.323
H: 0.39 -1.32 6.06  0.334
O: -0.51 -1.66 6.01  -0.648
H: 1.73 -0.83 3.94  0.246
O: 1.59 -1.64 3.43  -0.503
H: -2.03 4.74 1.14  0.281
H: -0.89 4.59 2.34  0.253
O: -1.44 5.13 1.78  -0.591
H: 0.82 -4.85 4.33  0.306
H: 0.84 -5.83 3.43  0.312
O: 0.12 -5.40 3.92  -0.656
H: -0.98 -2.51 0.78  0.132
H: 0.25 -1.83 1.28  0.274
O: -0.03 -2.64 0.79  -0.584
H: 2.16 0.56 -4.77  0.310
H: 1.96 0.26 -6.29  0.294
O: 2.62 0.38 -5.59  -0.678
H: 4.12 -0.95 -4.71  0.358
H: 5.39 -1.18 -3.70  0.270
O: 4.85 -1.51 -4.40  -0.617
H: 4.19 0.51 -0.29  0.229
H: 3.88 -1.05 -0.12  0.353
O: 4.26 -0.23 0.29  -0.527
H: -5.91 -0.27 2.26  0.223
H: -4.32 -0.13 2.47  0.459
O: -5.05 -0.24 1.87  -0.529
H: -3.67 2.38 -3.95  0.270
H: -2.49 2.81 -3.09  0.336
O: -3.42 2.90 -3.22  -0.673
H: -3.20 -5.82 -0.74  0.280
H: -2.18 -5.01 0.20  0.302
O: -2.95 -5.57 0.15  -0.597
H: 6.21 -2.24 0.11  0.281
H: 5.03 -3.17 0.22  0.390
O: 5.92 -3.06 0.50  -0.623
H: -4.38 -2.21 -4.16  0.241
O: -4.72 -2.17 -3.25  -0.547
H: 0.69 3.58 -3.09  0.199
H: -0.18 4.59 -2.64  0.239
O: -0.25 3.64 -2.87  -0.516
H: 3.17 1.50 2.40  0.202
H: 0.18 2.10 0.21  -0.202
H: 2.42 -2.08 3.27  0.244
H: 0.49 4.03 5.36  0.321
H: -0.69 1.80 -4.02  0.418
H: -5.26 -1.38 -3.28  0.294
O: 0.55 -3.61 -4.88  -0.616
H: 0.65 -2.76 -5.28  0.306
H: 0.14 -4.23 -5.46  0.272
O: -1.31 -0.89 -1.37  0.190
H: -1.35 -1.84 -1.22  0.098
H: -1.79 -0.58 -2.12  -0.087
O: 1.41 -0.31 -2.25  0.307
H: 0.50 -0.42 -1.97  -0.161
H: 1.88 -0.91 -1.65  0.061
O: -4.44 3.72 1.90  -0.618
H: -3.64 3.96 2.38  0.300
H: -4.14 2.86 1.60  0.319
O: -3.42 -2.40 -0.03  -0.317
H: -3.47 -2.55 -0.97  0.155
H: -4.13 -2.07 0.53  0.206
O: -0.30 -0.90 -4.99  -0.469
H: -0.48 -0.33 -4.21  0.091
H: -1.11 -0.78 -5.50  0.323
O: -2.51 -0.57 2.99  -0.612
H: -2.22 -1.27 3.60  0.257
H: -2.58 -1.10 2.18  0.095


Energies relative to the minimum, eV: P 2.052; Q 0.000; R 1.227; S 1.700